Formula: C33H43N6O6PdTe
Source: the Open Molecules 2025 dataset
Level of theory: the ωB97M-V functional and the def2-TZVPD basis

Atoms and positions in Å:
Pd 0.2741 1.8431 0.9804
O 2.8637 1.2105 1.3143
C 3.4425 0.7347 2.5160
C 3.5321 1.7793 3.6505
C 2.3914 2.8085 3.6636
C 1.0581 2.3547 4.1842
C 0.8566 2.0617 5.5336
C -0.4198 1.7903 5.9895
C -1.4823 1.8407 5.0956
C -1.2084 2.1061 3.7674
N 0.0300 2.3362 3.3312
H 3.4165 1.9248 0.9625
H 4.4536 0.3585 2.3119
H 2.8300 -0.1170 2.8088
H 4.4669 2.3323 3.5345
H 3.5818 1.2528 4.6047
H 2.2499 3.1875 2.6495
H 2.7070 3.6475 4.2896
H 1.6945 2.0721 6.2118
H -0.5985 1.5695 7.0301
H -2.4973 1.6924 5.4278
H -2.0009 2.1616 3.0267
C -4.7639 -0.2989 1.3564
N -4.2565 0.9748 0.8939
C -5.0690 2.0365 0.7088
C -4.5729 3.2235 0.2903
C -3.1616 3.3379 0.1072
N -2.3653 2.2775 0.3201
C -2.8940 1.0915 0.6630
O -2.1828 0.0819 0.7856
N -2.6296 4.4770 -0.3023
H -5.8505 -0.2721 1.3779
H -4.3823 -0.5176 2.3562
H -4.4260 -1.0910 0.6877
H -6.1188 1.8819 0.9074
H -5.2146 4.0724 0.1346
H -3.2003 5.3002 -0.4067
H -1.6239 4.5854 -0.2385
O 1.2316 5.6076 0.2186
N 0.9917 4.4672 0.4442
O 1.8454 3.5603 0.3756
O -0.1633 4.0759 0.7685
C 0.3742 -1.0235 3.3208
C 0.2352 -1.1357 1.8239
O -0.0517 -2.2544 1.3384
N 0.3956 -0.1081 1.0395
Te -0.4614 -1.0535 -0.8451
C -1.2738 -2.1242 -2.6654
C -0.9257 -1.7843 -3.9667
C -0.1158 -0.5712 -4.2837
C -1.3518 -2.6282 -4.9879
C -2.1469 -3.7393 -4.7356
C -2.6359 -4.6088 -5.8410
C -2.5175 -4.0088 -3.4168
C -2.1134 -3.1959 -2.3675
C -2.5192 -3.5056 -0.9605
C 1.5623 -1.0920 -1.4936
C 2.2641 -2.3044 -1.5010
C 1.5734 -3.6041 -1.2573
C 3.6233 -2.2833 -1.7841
C 4.3028 -1.0942 -2.0291
C 5.7638 -1.0788 -2.3101
C 3.5801 0.0993 -2.0116
C 2.2187 0.1195 -1.7503
C 1.4912 1.4275 -1.8404
H 0.8835 -1.9068 3.7018
H -0.6279 -1.0086 3.7437
H 0.8974 -0.1188 3.6081
H -0.3351 0.2174 -3.5623
H -0.3407 -0.2134 -5.2856
H 0.9483 -0.8095 -4.2423
H -1.0650 -2.3920 -6.0015
H -2.3069 -4.2469 -6.8091
H -3.7235 -4.6586 -5.8327
H -2.2727 -5.6271 -5.7069
H -3.1344 -4.8696 -3.2033
H -3.4214 -4.1114 -0.9394
H -2.6870 -2.5813 -0.3998
H -1.7253 -4.0600 -0.4546
H 0.6475 -3.4494 -0.6964
H 2.2166 -4.2860 -0.7051
H 1.3294 -4.0796 -2.2083
H 4.1662 -3.2156 -1.8101
H 6.1747 -2.0832 -2.3266
H 6.2876 -0.4931 -1.5558
H 5.9568 -0.6015 -3.2704
H 4.0918 1.0278 -2.2227
H 2.0930 2.2217 -1.3916
H 0.4937 1.3786 -1.3514
H 1.3430 1.6948 -2.8889

## Properties
2S+1: 6
Molar mass in g mol⁻¹: 853.8
E_HOMO (spin up / spin down) in eV: -13.7 / -13.8
HOMO-LUMO gap (spin up / spin down) in Ha: 0.3394 / 0.1901
ΔE to the lowest compared entry with this formula, charge and spin in kJ/mol: 398.5
Net charge: +2
Calculated total energy in a.u.: -2458.37702